{
  "formula": "C27H80O13",
  "method": "wB97M-V/def2-TZVPD",
  "elements": ["O", "H", "H", "O", "H", "H", "O", "H", "H", "O", "H", "H", "C", "C", "C", "O", "H", "H", "H", "H", "H", "H", "H", "H", "C", "C", "C", "O", "H", "H", "H", "H", "H", "H", "H", "H", "C", "C", "C", "O", "H", "H", "H", "H", "H", "H", "H", "H", "C", "C", "C", "O", "H", "H", "H", "H", "H", "H", "H", "H", "C", "C", "C", "O", "H", "H", "H", "H", "H", "H", "H", "H", "C", "C", "C", "O", "H", "H", "H", "H", "H", "H", "H", "H", "C", "C", "C", "O", "H", "H", "H", "H", "H", "H", "H", "H", "C", "C", "C", "O", "H", "H", "H", "H", "H", "H", "H", "H", "C", "C", "C", "O", "H", "H", "H", "H", "H", "H", "H", "H"],
  "xyz": [[-5.502, -18.170, -5.708], [-4.697, -17.623, -5.900], [-5.226, -19.096, -5.700], [-2.173, -15.454, -8.086], [-1.494, -14.795, -8.307], [-1.852, -16.313, -8.430], [1.326, -19.358, -8.497], [2.054, -19.953, -8.770], [1.495, -19.180, -7.554], [-1.061, -17.998, -6.205], [-1.207, -18.166, -7.139], [-1.754, -17.385, -5.914], [-2.435, -21.419, -5.016], [-3.850, -21.420, -4.476], [-4.148, -20.414, -3.344], [-4.740, -21.163, -5.536], [-1.772, -21.895, -4.278], [-2.016, -20.438, -5.207], [-2.368, -21.981, -5.947], [-4.015, -22.425, -4.054], [-3.497, -20.507, -2.513], [-5.149, -20.528, -2.916], [-4.138, -19.358, -3.685], [-5.668, -21.187, -5.214], [-2.003, -20.374, -10.114], [-2.206, -18.917, -9.965], [-3.502, -18.601, -9.267], [-1.186, -18.420, -9.105], [-1.011, -20.557, -10.575], [-2.773, -20.894, -10.655], [-1.992, -20.763, -9.069], [-2.168, -18.474, -10.985], [-4.288, -19.200, -9.695], [-3.742, -17.567, -9.287], [-3.343, -18.808, -8.205], [-0.312, -18.846, -9.219], [2.707, -20.722, -5.288], [1.338, -20.050, -5.252], [0.799, -19.852, -3.850], [1.453, -18.730, -5.907], [2.630, -21.741, -4.911], [3.445, -20.210, -4.611], [3.123, -20.814, -6.332], [0.662, -20.639, -5.879], [0.610, -20.836, -3.458], [-0.148, -19.323, -3.795], [1.550, -19.345, -3.242], [0.547, -18.318, -5.890], [2.548, -12.912, -7.717], [1.040, -12.743, -7.554], [0.653, -11.409, -8.114], [0.450, -13.747, -8.309], [2.966, -12.660, -8.658], [2.957, -13.893, -7.489], [3.088, -12.213, -7.071], [0.939, -12.786, -6.487], [1.166, -10.632, -7.540], [-0.427, -11.141, -8.119], [1.037, -11.341, -9.116], [0.960, -14.563, -8.144], [-2.879, -16.389, -3.232], [-3.488, -15.615, -4.383], [-2.983, -14.225, -4.386], [-3.104, -16.278, -5.621], [-2.942, -15.905, -2.223], [-1.820, -16.448, -3.473], [-3.299, -17.382, -3.213], [-4.566, -15.621, -4.433], [-1.849, -14.331, -4.473], [-3.259, -13.628, -3.492], [-3.348, -13.625, -5.260], [-2.891, -15.684, -6.348], [3.879, -17.281, -9.958], [2.766, -16.227, -9.922], [1.963, -16.167, -11.226], [1.819, -16.442, -8.844], [3.447, -18.288, -9.825], [4.659, -17.172, -9.186], [4.390, -17.286, -10.947], [3.246, -15.274, -9.614], [2.636, -16.173, -12.113], [1.392, -15.237, -11.292], [1.294, -17.027, -11.420], [1.431, -17.279, -8.834], [4.724, -17.526, -6.105], [4.772, -17.831, -4.665], [5.570, -16.809, -3.922], [3.446, -17.826, -4.148], [4.119, -18.198, -6.748], [5.656, -17.495, -6.643], [4.213, -16.544, -6.226], [5.172, -18.823, -4.483], [5.104, -15.822, -3.959], [6.577, -16.740, -4.361], [5.655, -17.015, -2.867], [2.807, -18.188, -4.790], [3.913, -23.578, -9.451], [2.809, -22.466, -9.406], [1.717, -22.633, -8.339], [3.283, -21.166, -9.302], [3.331, -24.442, -9.753], [4.219, -23.821, -8.440], [4.792, -23.561, -10.063], [2.230, -22.656, -10.353], [0.876, -21.947, -8.570], [2.025, -22.377, -7.334], [1.298, -23.633, -8.475], [3.987, -20.930, -9.893], [1.788, -13.174, -3.852], [1.732, -14.645, -3.685], [0.977, -15.365, -4.771], [3.074, -15.062, -3.648], [0.809, -12.720, -3.985], [2.404, -12.955, -4.732], [2.248, -12.724, -2.984], [1.197, -14.890, -2.740], [-0.034, -15.007, -4.875], [1.039, -16.460, -4.647], [1.554, -15.125, -5.700], [3.043, -16.017, -3.663]],
  "lowdin_charge": [-0.079, 0.025, -0.011, -0.047, 0.037, 0.033, -0.068, 0.019, 0.013, -0.033, 0.020, 0.019, -0.047, -0.486, -0.044, -0.067, 0.083, 0.057, 0.081, 0.133, 0.062, 0.082, 0.062, 0.115, -0.064, -0.503, -0.032, -0.098, 0.092, 0.078, 0.101, 0.148, 0.086, 0.067, 0.086, 0.052, -0.043, -0.425, -0.037, -0.141, 0.083, 0.085, 0.086, 0.129, 0.075, 0.074, 0.084, 0.047, -0.065, -0.512, -0.052, -0.045, 0.066, 0.071, 0.084, 0.100, 0.085, 0.093, 0.075, 0.064, -0.026, -0.469, -0.062, -0.111, 0.105, 0.072, 0.054, 0.133, 0.085, 0.095, 0.100, 0.047, -0.049, -0.431, -0.049, -0.063, 0.061, 0.070, 0.084, 0.132, 0.079, 0.076, 0.086, 0.007, -0.060, -0.504, -0.049, -0.089, 0.078, 0.076, 0.105, 0.126, 0.070, 0.093, 0.082, 0.036, -0.036, -0.475, -0.039, -0.053, 0.071, 0.072, 0.066, 0.139, 0.078, 0.054, 0.088, 0.102, -0.058, -0.523, -0.027, -0.050, 0.081, 0.076, 0.081, 0.145, 0.052, 0.074, 0.096, 0.036],
  "lumo_ha": 0.014,
  "homo_ev": -9.517,
  "e_tot_ha": -2054.83541
}